# 1
C19H52AsF6O17S7 | ωB97M-V with the def2-TZVPD basis set

Geometry as ORCA input:
```
! wB97M-V def2-TZVPD RIJCOSX def2/J DEFGRID3
* xyz -1 1
As -8.4468 22.1459 20.1790
F -8.2736 23.2755 18.7499
F -9.7039 23.2747 20.8546
F -8.7476 21.1335 21.6177
F -7.2428 20.9693 19.5046
F -7.0291 22.9076 21.0172
F -9.7691 21.2928 19.4512
O -3.6646 17.5901 21.0733
S -4.9436 17.3955 21.6396
O -5.7579 16.2471 21.2675
O -4.7576 17.5075 23.2922
C -6.0087 17.6130 24.0279
C -6.2500 16.5289 25.0012
C -5.8986 18.9509 21.2355
H -6.9311 17.5756 23.4484
H -5.9977 18.5438 24.5949
H -6.5113 15.5409 24.6223
H -6.8155 16.7976 25.8935
H -5.2630 16.2751 25.3879
H -6.9325 18.9560 21.5807
H -5.7968 19.1596 20.1705
H -5.4188 19.8052 21.7130
O -5.5718 25.4338 25.0392
S -6.2349 26.4100 24.2004
O -5.5782 27.4381 23.4035
O -7.3001 25.6004 23.2256
C -7.8058 26.1654 22.0948
C -9.2518 26.4779 22.4381
C -7.4031 27.3026 25.3959
H -7.8807 25.4669 21.2613
H -7.1917 26.7835 21.4400
H -9.7670 26.7554 21.5185
H -9.2011 27.3189 23.1297
H -9.9122 25.7060 22.8331
H -8.0101 28.0476 24.8814
H -6.7444 27.9046 26.0218
H -8.1301 26.7380 25.9797
O -11.7828 17.0443 24.2908
S -10.7372 17.2233 23.2505
O -9.3071 17.0759 23.6066
O -10.9854 16.4156 21.8744
C -12.2326 15.9184 21.6954
C -12.2276 15.1432 20.3274
C -10.9222 18.9988 22.5375
H -12.9672 16.7142 21.8182
H -12.4337 15.1500 22.4419
H -11.9633 15.8820 19.5708
H -13.1815 14.6573 20.1225
H -11.5263 14.3119 20.2551
H -11.9414 19.1060 22.1662
H -10.2407 19.0969 21.6926
H -10.5818 19.6784 23.3188
O -13.2787 23.3056 16.9073
S -13.9498 23.9121 18.0936
O -14.1462 25.3386 18.2444
O -15.4420 23.1933 18.3004
C -16.3605 23.2106 17.2501
C -16.9748 21.8262 17.3279
C -12.9811 23.2975 19.4454
H -15.9381 23.1959 16.2454
H -16.9412 24.1206 17.4008
H -17.5335 21.5573 16.4314
H -17.8053 21.6729 18.0169
H -16.2394 21.0226 17.3680
H -11.9445 23.1740 19.1318
H -13.3887 22.3217 19.7096
H -12.9965 24.0639 20.2204
O -8.8494 27.3958 19.0655
S -10.1797 27.4391 18.5069
O -11.3014 28.2140 19.0476
O -10.0023 27.8067 16.8902
C -8.6956 27.5926 16.2792
C -8.2296 26.1298 16.2332
C -10.7808 25.6556 18.3215
H -7.9287 28.1972 16.7633
H -8.6817 28.0159 15.2749
H -8.9564 25.4575 15.7774
H -7.9329 25.8049 17.2305
H -7.3115 26.1055 15.6461
H -10.0461 25.0118 18.8048
H -10.7078 25.4517 17.2532
H -11.8017 25.5523 18.6891
C -3.9366 21.3843 19.4864
S -2.7877 21.6777 20.9256
O -1.4708 21.3321 20.3367
C -2.9089 23.5347 20.8732
H -3.8666 20.3419 19.1756
H -3.5345 21.7662 18.5480
H -4.9613 21.5844 19.7997
H -2.1980 23.8533 20.1109
H -2.6975 23.7914 21.9112
H -3.9507 23.7828 20.6702
C -8.2398 17.2086 16.6802
S -10.0375 17.5725 17.1640
O -10.8801 16.3283 17.1485
C -9.6931 17.8701 18.9778
H -7.6113 18.0800 16.8643
H -8.2063 17.0949 15.5967
H -7.7920 16.3105 17.1058
H -10.6018 18.1033 19.5327
H -9.1018 18.7837 18.9161
H -9.2364 17.0812 19.5755
*
```

The calculation puts the calculated total energy at -208342.517 eV. The energy relative to the best compared isomer or geometry (same formula, charge and spin) is 337.8 kJ/mol. The calculation puts the HOMO energy at -6.80 eV. As for the gap between HOMO and LUMO: 8.67 eV.

***

# 2
C19H52BN11O21Si | ωB97M-V with the def2-TZVPD basis set

Geometry as ORCA input:
```
! wB97M-V def2-TZVPD RIJCOSX def2/J DEFGRID3
* xyz 0 1
C 5.2095 -0.3082 1.4778
C 5.2287 1.2473 1.1656
C 3.8116 1.9049 1.3701
C 2.9230 1.8037 0.0745
N 2.2951 0.4676 0.0804
B 1.1147 0.3494 -0.7897
C -0.0115 1.4622 -1.0523
C -1.1790 1.4063 -0.0012
O -2.0335 0.2830 -0.2459
Si -3.5072 0.3130 0.6320
C -3.9348 -1.3910 1.4130
C -4.9976 0.8958 -0.4107
C -3.3595 1.5064 2.1305
C 0.9501 -1.0754 -1.5768
O 1.8889 -1.0756 -2.6851
N 3.1286 -1.3977 -2.2018
O 3.9543 -0.7972 -2.7813
H 4.1808 -0.6986 1.5287
H 5.7344 -0.7976 0.6339
H 5.7444 -0.5256 2.4213
H 5.9333 1.6790 1.9028
H 5.6319 1.4342 0.1553
H 3.2701 1.4767 2.2428
H 3.9712 2.9628 1.6202
H 3.6079 1.9039 -0.7916
H 2.2067 2.6478 0.0641
H 2.1291 0.1401 1.0254
H 0.3720 2.4951 -1.1400
H -0.4747 1.2248 -2.0394
H -0.7097 1.3307 0.9995
H -1.7853 2.3307 -0.0976
H -5.0245 -1.4217 1.6095
H -3.6546 -2.2448 0.7707
H -3.3839 -1.4369 2.3717
H -5.3643 1.8384 0.0518
H -4.6816 1.0507 -1.4591
H -5.8534 0.1907 -0.3659
H -2.6288 1.0511 2.8293
H -4.3329 1.5425 2.6645
H -3.0791 2.5286 1.8307
H 1.2675 -1.8584 -0.8497
H -0.0940 -1.2375 -1.8967
C -0.5529 -4.3132 -2.3667
N -1.5732 -5.3844 -2.4930
O -1.8957 -5.9729 -1.4858
O -2.0121 -5.5936 -3.6001
H -0.2531 -4.2386 -1.3268
H 0.2912 -4.5889 -2.9931
H -1.0082 -3.3868 -2.7056
C -6.9456 5.3070 1.3893
N -6.2109 4.0262 1.2435
O -5.3300 3.9711 0.4164
O -6.5516 3.1134 1.9652
H -6.5381 6.0237 0.6835
H -7.9937 5.1074 1.1783
H -6.8097 5.6502 2.4113
C 6.2331 -3.0731 -2.5195
N 7.0748 -4.0947 -1.8460
O 6.6646 -4.5677 -0.8062
O 8.1174 -4.3892 -2.3814
H 5.3391 -2.9141 -1.9270
H 6.8174 -2.1598 -2.5886
H 5.9810 -3.4529 -3.5086
C -9.0347 1.2291 0.0606
N -9.3465 2.3059 -0.9135
O -8.9587 2.1671 -2.0480
O -9.9716 3.2599 -0.4964
H -8.4745 0.4515 -0.4474
H -8.4442 1.6761 0.8577
H -9.9781 0.8436 0.4387
C -0.7292 -1.9207 3.3629
N 0.5510 -1.1864 3.5155
O 1.2884 -1.1338 2.5537
O 0.7715 -0.6893 4.5920
H -0.7899 -2.3085 2.3511
H -0.7315 -2.7288 4.0896
H -1.5325 -1.2159 3.5570
C 4.0853 -5.2769 -6.0695
N 5.2913 -4.4131 -6.0059
O 5.1880 -3.3419 -5.4432
O 6.2956 -4.8387 -6.5209
H 3.2676 -4.7679 -5.5700
H 3.8564 -5.4419 -7.1189
H 4.3258 -6.2111 -5.5686
C 5.8886 5.1267 4.1562
N 5.1837 4.8445 2.8807
O 4.1044 5.3646 2.7073
O 5.7400 4.1078 2.0979
H 5.2746 5.7945 4.7512
H 6.0357 4.1776 4.6653
H 6.8394 5.5907 3.9081
C -9.7308 6.9106 -1.2764
N -8.5178 7.7220 -0.9944
O -7.7153 7.8586 -1.8875
O -8.4149 8.1936 0.1187
H -9.6824 6.5593 -2.3015
H -9.7377 6.0746 -0.5816
H -10.5949 7.5525 -1.1261
C 7.2715 -6.6192 1.8137
N 7.3355 -8.0081 2.3358
O 7.7322 -8.1653 3.4692
O 6.9844 -8.8914 1.5876
H 7.6133 -5.9411 2.5884
H 7.9159 -6.5657 0.9405
H 6.2377 -6.4156 1.5494
*
```

The calculation puts the calculated total energy at -88462.177 eV. The SMILES is CCCCNB(CCO[Si](C)(C)C)CON=O.C[N+](=O)[O-].C[N+](=O)[O-].C[N+](=O)[O-].C[N+](=O)[O-].C[N+](=O)[O-].C[N+](=O)[O-].C[N+](=O)[O-].C[N+](=O)[O-].C[N+](=O)[O-]. The calculation puts the HOMO energy at -8.97 eV. As for the gap between HOMO and LUMO: 8.60 eV.

***

# 3
C19H52NO22P | ωB97M-V with the def2-TZVPD basis set

Geometry as ORCA input:
```
! wB97M-V def2-TZVPD RIJCOSX def2/J DEFGRID3
* xyz 0 1
C -0.5362 -1.5946 4.9062
C -1.2819 -2.3942 3.7214
O -0.4058 -2.4191 2.5482
P -0.9704 -1.3578 1.3212
O -0.2819 -1.8333 0.0068
C -0.4734 0.4420 1.7451
C -1.6274 1.5103 1.4077
C -1.3096 2.4696 0.1428
C -0.4021 1.7877 -0.9788
C -0.9538 0.6514 -1.8734
C -0.0339 -0.0372 -2.9489
C 1.4383 0.4169 -3.1280
C 2.4382 -0.2908 -4.1763
C 1.9329 -1.7757 -4.4533
O 1.0709 -1.9268 -5.3672
O 2.3129 -2.9433 -3.7421
C 3.5290 -2.7726 -3.0078
C 3.4543 -3.1668 -1.4383
O 4.6253 -2.3974 -3.4699
C 1.9694 1.6045 -2.2293
C 1.0512 2.2800 -1.1714
C 1.8840 3.4323 -0.4550
O 1.6387 4.0952 0.5767
N 3.0288 3.5568 -1.3876
C 3.3759 2.3306 -2.1399
O 4.5109 2.0347 -2.5885
O -2.6525 -1.4868 1.0364
C -3.0756 -2.8732 0.8980
C -2.9611 -3.4016 -0.6419
H -0.4433 -2.2695 5.8314
H 0.5139 -1.2857 4.5755
H -1.1182 -0.6360 5.1089
H -1.3660 -3.4914 4.0813
H -2.3492 -2.0505 3.5175
H 0.5634 0.7075 1.3416
H -0.3629 0.4426 2.9067
H -1.7035 2.2051 2.3257
H -2.6681 1.0655 1.2630
H -2.3000 2.7741 -0.3480
H -0.7435 3.3913 0.5323
H -2.0467 0.3230 -1.6865
H -0.5145 -0.8771 -3.5585
H 2.3365 0.2749 -5.1771
H 3.5316 -0.1911 -3.8742
H 2.5986 -3.9316 -1.3310
H 4.4105 -3.7517 -1.1857
H 3.3411 -2.2638 -0.7586
H 3.8222 4.1242 -1.0566
H -4.2118 -2.8805 1.1209
H -2.5929 -3.5975 1.6353
H -2.0042 -4.0143 -0.7151
H -3.8566 -4.1199 -0.7750
H -3.0324 -2.5445 -1.3945
O 2.2260 -3.1099 3.8317
H 1.4902 -2.6931 3.3581
H 1.8703 -3.9615 4.1122
O -3.4847 -0.8077 5.0126
H -3.4304 -1.2341 5.8777
H -4.4306 -0.6669 4.8806
O 0.6892 -1.6912 8.0390
H 1.1405 -2.4775 7.7074
H 1.4030 -1.0604 8.1929
O 1.9371 -3.0304 0.8751
H 1.1993 -2.6219 0.3916
H 1.5765 -3.8712 1.1811
O -0.0025 2.0178 4.3054
H 0.8632 2.2319 4.6755
H -0.1627 2.7234 3.6659
O -4.4456 -0.1297 -1.5058
H -4.3828 -0.5547 -0.6396
H -5.3930 0.0118 -1.6295
O 6.8377 3.5623 -3.1908
H 7.5203 2.9719 -2.8505
H 6.0318 3.2752 -2.7368
O 1.3973 -6.3800 -1.6542
H 1.3909 -5.5409 -2.1318
H 1.3359 -7.0449 -2.3509
O -4.9702 2.4818 -2.3394
H -4.9501 2.5482 -3.3021
H -4.1808 1.9683 -2.1235
O -3.6732 3.2879 2.7633
H -4.4810 2.8298 2.4997
H -3.9839 3.9858 3.3549
O 2.2465 2.4152 -4.8889
H 3.1195 2.6240 -4.5295
H 2.0914 3.1152 -5.5363
O 1.2214 6.0483 -2.7568
H 1.9037 5.4562 -2.4127
H 0.4168 5.7645 -2.3057
O -1.5884 -0.1862 -6.4754
H -1.5701 -0.1414 -7.4388
H -0.7983 -0.6971 -6.2500
O -1.7589 5.9802 3.2565
H -2.2939 5.2389 2.9475
H -1.0268 6.0183 2.6284
*
```

The calculation puts the calculated total energy at -76366.079 eV. The energy relative to the best compared isomer or geometry (same formula, charge and spin) is 527.7 kJ/mol. The calculation puts the HOMO energy at -9.08 eV. As for the gap between HOMO and LUMO: 7.74 eV.